Entry 1:
19
Properties=species:S:1:pos:R:3 method="wB97M-V/def2-TZVPD" de_lowest_kcal_mol=48.8 gap_ev=11.05 charge=0 smiles="C=CCCO.C=C"
C 1.209 1.161 -1.079
C 0.504 0.075 -1.394
C 0.325 -1.165 -0.557
C 1.191 -1.232 0.697
O 2.570 -1.351 0.415
H 1.258 2.014 -1.749
H 1.747 1.260 -0.137
H -0.028 0.066 -2.347
H -0.734 -1.233 -0.271
H 0.538 -2.046 -1.177
H 0.990 -0.359 1.341
H 0.926 -2.124 1.274
H 2.808 -0.627 -0.179
C -2.137 0.581 1.420
C -2.302 1.273 0.298
H -2.978 0.256 2.026
H -1.145 0.316 1.783
H -1.451 1.591 -0.299
H -3.289 1.544 -0.068


Entry 2:
19
Properties=species:S:1:pos:R:3 method="wB97M-V/def2-TZVPD" de_lowest_kcal_mol=27.7 gap_ev=10.83 charge=0 smiles=C[C@H]1CO[C@@H](C)C1
C 1.563 1.313 -0.546
C 1.034 0.420 0.705
C -0.254 1.030 1.266
O -1.321 0.481 0.508
C -1.032 -0.890 0.247
C -1.671 -1.276 -1.080
C 0.509 -0.930 0.180
H 2.056 2.211 -0.167
H 0.745 1.655 -1.211
H 2.295 0.839 -1.235
H 1.848 0.325 1.428
H -0.385 0.806 2.337
H -0.269 2.110 1.114
H -1.477 -1.516 1.048
H -2.749 -1.089 -1.083
H -1.503 -2.338 -1.299
H -1.210 -0.684 -1.877
H 0.839 -0.586 -0.793
H 0.983 -1.881 0.458


Entry 3:
19
Properties=species:S:1:pos:R:3 method="wB97M-V/def2-TZVPD" de_lowest_kcal_mol=93.8 gap_ev="6.80 / 8.88" charge=0
C 1.901 -0.944 -0.282
C 1.257 0.269 0.266
O 1.979 0.758 1.295
C 0.172 1.141 -0.209
C -1.147 0.900 0.592
C -1.909 -0.193 -0.171
C -0.943 -1.256 -0.592
H 2.992 -0.811 -0.349
H 1.406 -1.193 -1.223
H 1.723 -1.797 0.382
H 1.712 1.672 1.484
H 0.473 2.201 -0.105
H -0.026 0.888 -1.257
H -0.898 0.522 1.594
H -1.723 1.826 0.727
H -2.384 0.279 -1.043
H -2.722 -0.575 0.465
H -1.029 -1.570 -1.639
H -0.834 -2.117 0.066


Entry 4:
19
Properties=species:S:1:pos:R:3 method="wB97M-V/def2-TZVPD" de_lowest_kcal_mol=101.7 gap_ev=8.28 charge=0
C -1.574 0.197 -1.370
C -0.276 0.350 -0.545
C 1.105 -0.103 -1.372
C -0.149 -0.526 0.649
C 1.259 -0.555 1.054
C -0.467 -0.125 2.013
O -0.399 1.150 2.503
H -2.437 0.802 -1.041
H -1.358 0.497 -2.396
H -1.918 -0.847 -1.389
H -0.189 1.408 -0.234
H 1.053 0.592 -2.188
H 0.952 -1.136 -1.711
H 2.207 -0.095 -1.125
H -0.523 -1.541 0.493
H 1.901 -1.430 1.007
H 1.800 0.391 1.083
H -1.208 -0.677 2.613
H 0.221 1.649 1.957


Entry 5:
19
Properties=species:S:1:pos:R:3 method="wB97M-V/def2-TZVPD" de_lowest_kcal_mol=61.7 gap_ev=10.08 charge=0 smiles=CC(C)[C@H]1O[C@H]1C
C 1.710 0.631 0.901
C 0.878 -0.201 -0.057
C 1.668 -1.441 -0.525
C -0.411 -0.619 0.597
O -1.334 0.187 1.296
C -1.834 -0.257 0.065
C -2.512 0.887 -0.744
H 2.620 0.991 0.414
H 1.124 1.483 1.256
H 1.999 0.031 1.774
H 0.608 0.383 -0.942
H 1.940 -2.090 0.320
H 2.607 -1.127 -0.997
H 1.125 -2.059 -1.251
H -0.244 -1.515 1.244
H -2.071 -1.300 -0.048
H -2.156 1.868 -0.396
H -3.611 0.913 -0.593
H -2.374 0.832 -1.826


Entry 6:
19
Properties=species:S:1:pos:R:3 method="wB97M-V/def2-TZVPD" de_lowest_kcal_mol=102.1 gap_ev=8.49 charge=0
C 3.170 0.081 0.050
C 1.834 -0.656 0.085
C 0.666 0.336 0.248
C -0.601 -0.370 0.568
C -1.477 -0.459 -0.608
O -2.834 -0.692 -0.349
C -3.366 0.431 0.315
H 3.159 0.869 -0.711
H 3.375 0.553 1.017
H 3.995 -0.600 -0.179
H 1.812 -1.386 0.901
H 1.691 -1.217 -0.847
H 0.632 0.983 -0.647
H 0.895 0.970 1.117
H -2.852 0.590 1.275
H -1.055 -1.375 -1.076
H -1.365 0.353 -1.359
H -3.254 1.344 -0.295
H -4.425 0.246 0.495


Entry 7:
19
Properties=species:S:1:pos:R:3 method="wB97M-V/def2-TZVPD" de_lowest_kcal_mol=82.4 gap_ev=9.24 charge=0
C 2.031 -0.168 0.894
C 1.620 -0.532 -0.534
C 0.843 0.557 -1.220
C -0.231 0.358 -1.980
C -2.291 0.154 0.125
C -1.914 -0.677 1.318
O -2.045 1.412 0.449
H 2.630 -0.964 1.349
H 1.154 0.005 1.527
H 2.634 0.748 0.903
H 1.031 -1.459 -0.535
H 2.523 -0.740 -1.124
H 1.206 1.576 -1.063
H -0.658 -0.632 -2.128
H -0.765 1.181 -2.449
H -2.825 -1.209 1.624
H -1.509 -0.113 2.171
H -1.201 -1.455 1.004
H -2.234 1.958 -0.332


Entry 8:
19
Properties=species:S:1:pos:R:3 method="wB97M-V/def2-TZVPD" de_lowest_kcal_mol=40.0 gap_ev=10.51 charge=0 smiles="C=CCCCCO"
C 2.410 1.526 -1.582
C 1.361 0.791 -1.218
C 1.173 0.216 0.220
C -0.250 0.651 0.577
C -1.394 -0.131 -0.034
C -1.508 -1.526 0.550
O -2.062 -1.369 1.887
H 3.222 1.794 -0.911
H 2.587 1.751 -2.599
H 0.662 0.485 -1.974
H 1.920 0.584 0.964
H 1.264 -0.910 0.030
H -0.418 1.693 0.169
H -0.278 0.662 1.676
H -1.358 -0.127 -1.106
H -2.310 0.378 0.335
H -0.569 -2.069 0.712
H -2.266 -2.149 0.048
H -2.186 -2.250 2.255


Entry 9:
19
Properties=species:S:1:pos:R:3 method="wB97M-V/def2-TZVPD" de_lowest_kcal_mol=98.9 gap_ev=8.64 charge=0
C -1.364 2.136 -1.210
C -0.014 1.576 -0.808
O -0.172 0.723 0.305
C 1.050 0.188 0.741
C 0.768 -1.025 1.664
C 0.997 -2.108 0.669
C -0.241 -2.406 -0.101
H -1.799 2.721 -0.391
H -2.048 1.321 -1.474
H -1.248 2.789 -2.082
H 0.681 2.390 -0.543
H 0.423 0.992 -1.636
H 1.653 0.941 1.273
H -0.258 -0.889 2.045
H 1.500 -1.031 2.479
H 1.656 -0.144 -0.124
H -0.027 -2.637 -1.152
H -0.599 -3.360 0.335
H -1.067 -1.686 -0.006


Entry 10:
19
Properties=species:S:1:pos:R:3 method="wB97M-V/def2-TZVPD" de_lowest_kcal_mol=56.9 gap_ev=8.75 charge=0 smiles="C=C(O)CCCC"
C 2.029 -0.381 -0.744
C 1.198 0.320 0.060
O 1.308 0.335 1.404
C 0.111 1.250 -0.419
C -1.255 1.075 0.257
C -1.726 -0.352 -0.032
C -0.582 -1.365 0.235
H 2.801 -1.014 -0.315
H 2.089 -0.118 -1.787
H 2.092 -0.181 1.641
H 0.531 2.240 -0.235
H 0.000 1.114 -1.500
H -1.161 1.244 1.336
H -1.963 1.832 -0.118
H -2.018 -0.419 -1.087
H -2.646 -0.565 0.540
H 0.479 -1.184 -0.340
H -0.794 -2.317 -0.225
H -0.492 -1.512 1.329


Entry 11:
19
Properties=species:S:1:pos:R:3 method="wB97M-V/def2-TZVPD" de_lowest_kcal_mol=119.0 gap_ev=9.09 charge=0
C -2.474 -0.831 0.356
C -1.133 -1.003 -0.350
C -0.041 -0.163 0.294
C 1.268 -0.040 -0.414
C 2.434 0.675 0.237
C -0.327 1.640 -0.490
O -0.257 2.704 -0.003
H -3.263 -1.396 -0.152
H -2.423 -1.184 1.393
H -2.765 0.225 0.370
H -0.858 -2.067 -0.364
H -1.221 -0.691 -1.400
H -0.133 0.128 1.341
H 1.456 -0.739 -1.228
H 0.922 -1.004 0.493
H 3.240 0.801 -0.490
H 2.846 0.143 1.103
H 2.126 1.673 0.573
H 0.604 1.130 -1.269


Entry 12:
19
Properties=species:S:1:pos:R:3 method="wB97M-V/def2-TZVPD" de_lowest_kcal_mol=76.7 gap_ev=10.78 charge=0 smiles="CCOC1C=C1.C"
C -2.015 1.484 -0.230
C -0.577 1.299 -0.658
O 0.178 0.955 0.485
C 1.538 0.825 0.185
C 2.383 -0.080 0.989
C 2.129 -0.474 -0.225
H -2.087 2.268 0.529
H -2.406 0.555 0.197
H -2.634 1.763 -1.088
H -0.183 2.228 -1.104
H -0.496 0.512 -1.426
H 1.952 1.749 -0.232
H 2.978 -0.221 1.874
H 2.356 -1.142 -1.035
C -0.620 -2.334 0.345
H -0.059 -1.477 0.705
H -1.057 -2.152 -0.648
H 0.038 -3.204 0.280
H -1.419 -2.554 1.056


Entry 13:
19
Properties=species:S:1:pos:R:3 method="wB97M-V/def2-TZVPD" de_lowest_kcal_mol=23.3 gap_ev=10.54 charge=0 smiles=CC[C@H]1C[C@]1(C)O
C -0.977 -0.599 2.047
C -0.947 -1.002 0.573
C 0.409 -0.758 -0.050
C 0.635 -0.740 -1.544
C 0.827 0.512 -0.751
C -0.089 1.689 -0.990
O 2.172 0.885 -0.581
H -1.954 -0.795 2.502
H -0.756 0.468 2.168
H -0.226 -1.159 2.618
H -1.726 -0.462 0.020
H -1.193 -2.068 0.481
H 1.231 -1.210 0.507
H -0.239 -0.786 -2.190
H 1.525 -1.224 -1.935
H 0.210 2.187 -1.920
H -0.019 2.425 -0.179
H -1.137 1.389 -1.088
H 2.251 1.248 0.311


Entry 14:
19
Properties=species:S:1:pos:R:3 method="wB97M-V/def2-TZVPD" de_lowest_kcal_mol=60.8 gap_ev=9.10 charge=0 smiles="C=C/C=C/CC.O"
C 0.091 0.583 -2.514
C 0.880 -0.446 -2.117
C 0.519 -1.256 -0.975
C 0.039 -0.758 0.164
C -0.755 -1.517 1.201
C -0.747 -0.815 2.546
H 0.426 1.379 -3.165
H -0.971 0.433 -2.341
H 1.458 -0.965 -2.884
H 0.457 -2.340 -1.070
H 0.041 0.320 0.303
H -0.490 -2.569 1.191
H -1.766 -1.498 0.776
H -0.921 0.255 2.421
H -1.528 -1.205 3.200
H 0.209 -0.880 3.068
O 1.383 3.890 0.157
H 0.594 4.413 -0.033
H 1.080 2.976 0.071


Entry 15:
19
Properties=species:S:1:pos:R:3 method="wB97M-V/def2-TZVPD" de_lowest_kcal_mol=46.4 gap_ev=9.58 charge=0 smiles="C=CC(=C)CC.O"
C 0.978 0.465 1.559
C 0.638 -0.624 0.881
C -0.751 -0.976 0.564
C -1.820 -0.726 1.321
C -0.916 -1.714 -0.789
C -1.342 -0.674 -1.842
H 2.040 0.604 1.715
H 0.316 1.154 2.053
H 1.425 -1.196 0.416
H -1.721 -0.419 2.351
H -2.779 -0.670 0.816
H 0.038 -2.204 -0.946
H -1.755 -2.391 -0.669
H -0.696 0.194 -1.846
H -2.326 -0.333 -1.499
H -1.586 -1.013 -2.850
O 3.629 3.783 -0.529
H 3.005 3.848 0.195
H 3.623 2.894 -0.901


Entry 16:
19
Properties=species:S:1:pos:R:3 method="wB97M-V/def2-TZVPD" de_lowest_kcal_mol=37.9 gap_ev=10.20 charge=0 smiles="C=C(C)CC=O.C"
C 0.877 -0.977 0.178
C -0.448 -0.999 0.167
C -1.211 -2.044 -0.572
C -1.265 0.006 0.935
C -1.473 1.026 -0.148
O -0.862 2.060 -0.225
H 1.406 -0.303 0.835
H 1.448 -1.708 -0.385
H -0.566 -2.472 -1.333
H -1.440 -2.793 0.188
H -2.146 -1.694 -1.025
H -0.700 0.437 1.761
H -2.214 -0.429 1.273
H -2.142 0.687 -0.967
C 2.136 1.832 -0.134
H 2.513 2.849 -0.105
H 2.342 1.356 -1.101
H 2.676 1.260 0.628
H 1.069 1.907 0.029


Entry 17:
19
Properties=species:S:1:pos:R:3 method="wB97M-V/def2-TZVPD" de_lowest_kcal_mol=33.7 gap_ev=10.70 charge=0
C 2.791 0.229 0.106
C 1.412 -0.442 0.097
C 0.254 0.536 0.391
C -1.132 -0.115 0.426
C -1.518 -0.914 -0.822
O -2.873 -0.462 -0.747
C -2.465 0.613 0.110
H 2.853 1.047 -0.621
H 3.034 0.644 1.090
H 3.580 -0.487 -0.149
H 1.416 -1.264 0.825
H 1.260 -0.909 -0.886
H 0.244 1.291 -0.406
H 0.471 1.066 1.325
H -1.336 -0.658 1.350
H -1.414 -2.005 -0.852
H -1.028 -0.482 -1.710
H -2.346 1.558 -0.434
H -3.202 0.755 0.909


Entry 18:
19
Properties=species:S:1:pos:R:3 method="wB97M-V/def2-TZVPD" de_lowest_kcal_mol=115.7 gap_ev=8.45 charge=0
C -0.831 -1.745 -0.367
C -0.425 -0.256 -0.419
C -0.981 0.503 0.744
C -0.431 1.915 0.747
O 0.994 1.790 0.588
C 1.260 0.965 -0.468
C 1.735 -0.651 -0.256
H -1.926 -1.791 -0.512
H -0.393 -2.360 -1.162
H -0.627 -2.232 0.596
H -0.720 0.111 -1.389
H -0.722 -0.005 1.686
H -2.070 0.522 0.669
H -0.619 2.448 1.682
H -0.855 2.498 -0.087
H 0.787 1.324 -1.381
H 1.341 -1.343 0.540
H 1.675 -1.243 -1.190
H 2.761 -0.497 -0.014


Entry 19:
19
Properties=species:S:1:pos:R:3 method="wB97M-V/def2-TZVPD" de_lowest_kcal_mol=122.2 gap_ev="8.19 / 8.44" charge=0
C 2.856 0.264 0.269
C 1.551 0.787 -0.248
O 0.435 0.621 0.545
C 0.027 -0.611 0.000
C -1.829 -0.670 1.208
C -1.546 -0.630 -0.196
C -2.024 0.572 -0.996
H 2.781 -0.781 0.596
H 3.200 0.855 1.134
H 3.627 0.329 -0.505
H 0.659 -0.539 -1.014
H 1.569 1.749 -0.769
H 0.399 -1.469 0.577
H -1.906 0.248 1.780
H -1.858 -1.613 1.744
H -1.752 -1.577 -0.708
H -1.580 0.591 -1.997
H -3.113 0.535 -1.098
H -1.755 1.498 -0.480


Entry 20:
19
Properties=species:S:1:pos:R:3 method="wB97M-V/def2-TZVPD" de_lowest_kcal_mol=46.5 gap_ev=10.03 charge=0 smiles="C=C(C)CCCO"
C -2.060 0.259 -1.713
C -1.409 0.086 -0.557
C -2.158 -0.062 0.783
C 0.041 -0.363 -0.493
C 0.908 0.385 0.535
C 2.401 0.249 0.121
O 3.260 -0.169 1.244
H -1.475 0.490 -2.594
H -3.133 0.140 -1.757
H -1.420 -0.515 1.455
H -2.583 0.780 1.315
H -2.885 -0.865 0.614
H 0.115 -1.426 -0.273
H 0.471 -0.086 -1.458
H 0.775 1.477 0.534
H 0.656 0.124 1.559
H 2.883 1.189 -0.119
H 2.486 -0.593 -0.552
H 3.127 -1.098 1.357


Entry 21:
19
Properties=species:S:1:pos:R:3 method="wB97M-V/def2-TZVPD" de_lowest_kcal_mol=72.9 gap_ev=9.54 charge=0
C -0.614 1.482 -2.440
C 0.155 0.878 -1.266
C -0.799 0.155 -0.311
C -0.161 -0.712 0.718
C 1.076 -1.575 0.810
O 0.579 -2.085 2.084
C -0.512 -1.264 1.881
H -1.167 0.703 -2.981
H -1.346 2.219 -2.088
H 0.052 1.979 -3.153
H 0.708 1.657 -0.724
H 0.905 0.168 -1.646
H -1.453 -0.493 -0.908
H -1.461 0.887 0.176
H 0.931 0.502 2.789
H 2.045 -1.093 0.978
H 1.156 -2.371 0.064
H -1.292 -1.183 2.629
H 1.198 0.146 3.388


Entry 22:
19
Properties=species:S:1:pos:R:3 method="wB97M-V/def2-TZVPD" de_lowest_kcal_mol=21.1 gap_ev=9.73 charge=0 smiles="C=C(O)CCCC"
C 1.944 -0.607 0.308
C 1.260 0.496 0.634
O 1.168 0.931 1.923
C 0.374 1.304 -0.272
C -1.109 0.977 0.025
C -1.373 -0.525 0.122
C -0.923 -1.250 -1.152
H 2.170 -0.867 -0.716
H 2.294 -1.289 1.080
H 1.798 0.414 2.444
H 0.544 2.376 -0.124
H 0.606 1.067 -1.315
H -1.420 1.478 0.949
H -1.725 1.381 -0.790
H -2.431 -0.700 0.350
H -0.811 -0.936 0.968
H 0.072 -1.670 -0.968
H -1.628 -2.022 -1.471
H -0.810 -0.556 -1.995


Entry 23:
19
Properties=species:S:1:pos:R:3 method="wB97M-V/def2-TZVPD" de_lowest_kcal_mol=102.5 gap_ev=9.46 charge=0
C 2.559 0.318 -0.327
O 2.065 0.850 0.919
C 1.717 -0.022 1.823
C -0.930 -0.276 0.084
C -1.177 1.213 0.093
C -1.026 -1.054 -1.201
C -2.066 -1.233 -0.125
H 1.822 0.553 -1.099
H 2.678 -0.764 -0.239
H 3.508 0.808 -0.559
H -0.163 -0.610 0.783
H 1.303 0.622 2.643
H -0.260 1.778 -0.119
H -1.553 1.547 1.067
H -1.922 1.474 -0.666
H -0.319 -1.861 -1.378
H -1.313 -0.517 -2.104
H -2.072 -2.160 0.442
H -3.056 -0.812 -0.289


Entry 24:
19
Properties=species:S:1:pos:R:3 method="wB97M-V/def2-TZVPD" de_lowest_kcal_mol=13.3 gap_ev=10.96 charge=0 smiles="CCCCCC=O"
C -0.249 2.535 0.541
C -0.087 1.595 -0.653
C -0.617 0.209 -0.282
C 0.026 -0.990 -0.997
C 0.078 -2.205 -0.069
C 0.910 -1.941 1.165
O 1.745 -1.070 1.244
H -1.293 2.576 0.873
H 0.343 2.158 1.382
H 0.084 3.557 0.340
H -0.591 1.998 -1.541
H 0.976 1.510 -0.911
H -1.708 0.174 -0.395
H -0.426 0.092 0.797
H -0.529 -1.250 -1.905
H 1.043 -0.735 -1.315
H 0.496 -3.094 -0.565
H -0.925 -2.505 0.261
H 0.726 -2.612 2.029


Entry 25:
19
Properties=species:S:1:pos:R:3 method="wB97M-V/def2-TZVPD" de_lowest_kcal_mol=108.1 gap_ev=7.36 charge=0
C -2.022 -0.998 -0.950
C -0.813 -0.203 -0.569
C -0.846 1.018 0.929
C -0.027 -0.436 0.555
O 1.873 -1.655 0.388
C 1.600 -0.403 0.588
C 2.143 0.589 -0.464
H -2.771 -0.407 -1.482
H -1.694 -1.792 -1.634
H -2.474 -1.489 -0.086
H -0.446 0.509 -1.309
H -0.661 0.906 2.004
H -1.928 1.188 0.831
H -0.280 1.871 0.560
H -0.414 -1.198 1.234
H 1.832 0.041 1.600
H 1.895 0.239 -1.473
H 3.236 0.596 -0.392
H 1.797 1.626 -0.330


Entry 26:
19
Properties=species:S:1:pos:R:3 method="wB97M-V/def2-TZVPD" de_lowest_kcal_mol=30.5 gap_ev=11.03 charge=0 smiles=C[C@@H]1C[C@@H]1[C@@H](C)O
C 1.542 -1.029 -0.954
C 0.071 -1.358 -0.727
C -0.982 -0.582 -1.454
C -0.822 -0.360 0.032
C -0.046 0.752 0.732
C -0.680 2.033 1.277
O 0.585 0.158 1.870
H 1.668 -0.165 -1.616
H 2.078 -1.864 -1.416
H 2.041 -0.793 -0.009
H -0.125 -2.418 -0.571
H -0.647 0.166 -2.168
H -1.865 -1.131 -1.776
H -1.608 -0.798 0.650
H 0.725 1.078 0.023
H -1.190 2.633 0.518
H 0.147 2.634 1.677
H -1.358 1.842 2.114
H 0.467 -0.797 1.798